Computed, not measured: the ion C5H11N2 with charge +1 at a distorted geometry, with ωB97M-V with the def2-TZVPD basis set.

Calculated values
Spin multiplicity: 1
E_HOMO, eV: -13.25
Total energy, hartree: -306.296214
Net charge: +1
LUMO level, eV: -3.60
Energy above the lowest of the compared OMol25 structures with the same formula, charge and spin, eV: 2.374
HOMO-LUMO gap, Ha: 0.3544

Last column: Mulliken charge in e.
Cartesian coordinates (Å):
1 C -1.71795 0.56121 -0.96106  -0.49
2 C -0.94858 -0.74546 -0.58432  -1.06
3 C 0.51367 -0.54312 -0.22078  0.61
4 C 1.53273 -0.96830 -0.99719  -0.75
5 C 1.67416 -0.03996 1.73615  -0.41
6 N 0.64044 -0.57600 1.20029  -0.42
7 N -1.24770 1.70113 -0.02146  -0.22
8 H -1.50364 0.88274 -1.97723  0.34
9 H -2.75333 0.33861 -0.71573  0.35
10 H -1.12919 -1.38733 -1.44252  0.39
11 H -1.52836 -1.09942 0.26270  0.46
12 H 1.18424 -1.04162 -2.03129  0.27
13 H 2.41761 -1.53090 -0.75187  0.35
14 H 2.54531 0.18278 1.13803  0.32
15 H 1.77168 -0.14747 2.80780  0.28
16 H -2.03233 2.21216 0.37945  0.36
17 H -0.75076 1.11776 0.66974  0.29
18 H -0.67912 2.40232 -0.48939  0.34